(1)
Entry from the OMol25 dataset: a 10-piece molecular cluster, C11H39N12O12 overall in a non-equilibrium geometry (the ωB97M-V functional and the def2-TZVPD basis).

Structure (XYZ):
```
74
Properties=species:S:1:pos:R:3:forces:R:3
O -1.4668 3.9101 0.2463 -0.39 0.00 -0.14
N 3.0563 -1.2309 2.7542 -0.10 -0.34 -0.34
H 2.9080 -0.0043 -2.5031 0.81 -0.03 -0.44
H 1.2461 -1.4061 -1.7993 0.06 -0.03 -0.07
H -1.3560 -3.3156 -0.7217 0.07 -0.04 -0.07
H -2.9564 -1.1446 1.0822 0.03 -0.09 -0.10
H 3.2570 1.7413 -2.3393 0.48 -0.12 -0.29
H -2.7977 -0.0099 -1.8064 0.13 0.33 0.09
H -0.8399 3.2182 0.4889 0.04 -0.05 -0.07
O 0.2869 1.4540 0.1394 -0.72 -0.39 0.45
O 4.7767 2.6199 1.4192 -0.46 -0.07 -0.82
O -4.2233 1.1244 1.2559 -0.52 -0.76 -0.36
H -2.0984 0.7992 4.2316 -0.30 -0.45 -0.05
C 4.0901 -2.0365 2.3869 1.44 0.82 -0.35
C 3.6952 2.2870 0.9151 1.08 0.10 1.69
O -0.9483 0.2536 1.6032 -0.14 1.48 -1.28
H -2.4927 1.8296 5.5465 -0.25 0.68 -0.15
N -0.5775 -2.7619 -1.0283 -0.63 -0.47 0.55
H 2.8096 -1.1494 3.7188 -0.11 0.24 0.11
N -1.9936 0.2676 -2.3369 0.10 0.16 0.56
C -0.3447 -2.6062 -2.3469 -0.18 0.46 -1.42
N 4.6815 -2.6920 3.4489 -0.87 0.56 -0.66
C 0.1116 0.3614 0.7549 1.77 -0.80 -0.84
C 2.7113 0.9900 -2.9123 -1.54 0.46 0.52
O 4.5692 -2.0650 1.2548 -0.58 -0.19 0.44
H -5.5062 1.2067 -0.9625 -0.06 -0.08 0.01
H 1.1505 -2.6368 1.6182 0.07 -0.05 -0.11
H -1.0876 0.3079 -1.9040 0.02 -0.09 -0.05
H 2.4028 0.2174 -4.8826 -0.23 0.10 -0.05
H 2.7013 3.9083 1.5684 0.00 0.09 -0.08
H -3.7273 2.0523 2.9454 0.19 -0.11 -0.11
C -2.8934 1.4516 4.6052 -0.19 -0.07 -0.66
C -2.2214 0.6696 -3.6023 -1.81 -1.10 -1.38
H -3.8373 0.9451 4.8142 0.29 -0.57 0.25
C -0.1206 -3.9635 2.5574 0.55 -1.29 0.66
N -1.1534 0.8206 -4.4024 1.08 0.42 -0.05
O 0.8459 -0.6446 0.6205 -0.15 -0.21 0.26
O -3.3718 0.7214 -4.0838 0.70 0.24 0.77
N 3.4763 1.0479 0.4066 -0.51 -0.32 -0.58
H 4.0938 -2.7241 4.2576 0.55 -0.67 0.52
O -3.1792 2.4493 3.6346 0.32 0.47 0.62
O -0.2145 -5.0635 3.1203 -0.39 0.75 -0.55
H 3.8718 1.0996 -4.7435 0.04 0.31 0.05
H 1.7220 2.8522 0.5691 0.15 -0.04 0.17
H -3.7922 -1.4130 -0.4687 0.79 -0.92 0.29
N -3.5825 -0.8733 0.3469 0.01 -0.91 0.42
H -1.3453 2.9917 -1.5703 -0.28 0.06 -0.45
H 2.7763 -0.5132 2.1041 -0.10 -0.09 0.01
N 2.6067 3.0901 0.9995 -0.43 0.09 -0.38
N 0.7105 -1.7677 -2.5706 0.37 0.07 0.05
N -1.1254 -3.0473 2.5369 -0.32 -0.34 -0.03
H -5.1601 -0.4520 -1.3248 -0.24 0.21 -0.36
O -0.9984 -3.0726 -3.2830 0.30 -0.14 1.01
H -1.3275 0.9842 -5.3740 -0.09 0.11 0.02
C -4.3261 0.2386 0.4014 1.10 1.81 0.25
H -2.9037 2.7357 -0.7533 -0.02 -0.06 0.09
N -4.9949 0.3646 -0.7694 -1.12 0.66 -0.16
H 1.0454 -1.6462 -3.5065 -0.11 0.01 -0.04
H -0.0531 -2.2291 -0.3531 0.00 0.02 0.15
H 2.5333 0.7029 0.2941 0.03 0.01 -0.24
H 2.3084 1.9826 -4.8290 0.08 0.16 0.21
H -1.3495 1.0813 1.2394 -1.02 -0.41 1.39
H 1.1337 0.9823 -1.6701 0.14 0.37 0.05
H 5.4610 -3.2864 3.2427 -0.19 -0.28 0.27
H 4.2355 0.4306 0.1822 0.16 0.03 0.31
H -1.9829 -3.4116 2.9127 -0.08 0.58 0.16
C 2.8277 1.1163 -4.4278 0.43 -1.02 0.36
O 1.3181 1.2106 -2.5961 -0.20 0.06 -0.38
C -2.1124 3.4616 -0.9550 0.60 -0.01 0.63
H -0.9484 -2.0876 2.2916 -0.28 0.10 0.03
H -2.5624 4.3276 -1.4335 0.13 0.04 -0.13
H -0.2072 0.7872 -4.0492 -0.07 0.07 0.08
H 1.7586 -4.2475 1.8782 0.02 0.05 0.12
N 1.0009 -3.5915 1.9153 0.48 0.42 -0.35
```
Positions in Å, forces in eV/Å.

Summary:
LUMO, eV: 2.35
ΔE to the lowest compared entry with this formula, charge and spin, kcal per mole: 0.0
Total charge: -1
Electronic energy, eV: -54500.469
Kohn-Sham gap, eV: 9.58

Here are the Löwdin charges for atoms 1 to 6, given in e: atom 1 (O): -0.136, atom 2 (N): 0.162, atom 3 (H): 0.099, atom 4 (H): 0.072, atom 5 (H): 0.100, atom 6 (H): 0.090

---

(2)
Entry from the OMol25 dataset: C20H39Cl3N3O3SiTi as an isolated structure in a non-equilibrium geometry (the ωB97M-V functional and the def2-TZVPD basis).

Structure (XYZ):
```
70
Properties=species:S:1:pos:R:3:forces:R:3
Si -0.8890 0.3707 -0.8439 1.15 -0.05 -0.87
H -2.1347 0.6302 -3.0212 -0.01 -0.22 0.08
H -2.9081 0.1394 0.5085 -0.09 0.11 -0.18
C -2.1808 -0.0366 -2.1511 -0.30 0.29 -0.12
N -0.8305 3.8549 2.5155 -1.47 1.59 -0.21
H 1.6241 -1.6340 -4.7388 -0.10 0.00 0.28
Cl 2.6263 -1.3009 3.6257 1.54 -1.54 1.00
C -0.2223 1.1538 -5.3205 0.15 -0.30 0.40
H 0.6482 5.3475 2.6219 -0.27 -0.04 -0.13
N -1.5159 -3.3875 3.4802 0.10 -0.27 0.14
H 0.9401 -0.3371 5.5359 0.04 0.39 -0.41
H 1.9699 -3.8738 -5.2224 0.05 -0.12 0.04
H 2.6135 -1.9751 -0.6019 0.00 -0.21 -0.18
H 1.7825 -4.3597 -3.5346 0.14 0.15 -0.05
H 2.4422 0.1641 -1.7218 -0.13 0.17 -0.30
H 1.9114 3.7288 -4.6381 -0.16 -0.19 -0.12
C 2.2802 -3.6415 -4.2009 0.12 -0.63 -0.33
H -1.7428 -1.0809 1.0189 -0.06 0.30 -0.05
H -0.2423 -0.7386 -4.2338 0.00 0.57 -0.02
H -2.6710 3.1577 3.2739 0.09 0.01 -0.24
H -2.2550 -5.3176 3.6971 0.05 0.21 0.37
H -2.4140 -4.2910 5.1635 0.10 -0.13 -0.25
Ti 0.9810 0.0031 2.7696 -1.86 0.74 0.19
H -0.9855 5.9285 2.1654 0.15 -0.18 0.10
H 0.4293 2.3707 -0.1808 -0.27 -0.08 -0.07
H -0.4196 0.4834 5.0362 0.60 0.12 -0.11
H 1.0134 3.1711 3.1191 -0.07 -0.03 -0.26
C 2.0856 -1.6995 -2.6648 -0.63 0.13 -0.95
Cl 0.7169 -1.3858 0.8943 0.79 -1.14 0.51
H -1.5867 0.5999 1.5568 0.15 -0.29 -0.20
H -2.0098 -3.0053 1.4390 0.28 -0.25 0.28
O 0.5095 -0.3913 -1.4274 -0.61 0.11 -1.06
H 0.0221 3.1234 -6.1653 0.13 -0.14 0.08
C -1.8464 -0.0410 0.7098 -0.45 -0.11 0.30
C -0.4748 2.2004 -0.7867 -0.23 0.29 -0.21
C -0.2609 5.1144 2.0478 0.07 -0.28 -0.14
H -0.2966 2.5838 -1.8055 0.01 -0.09 0.28
C -1.3224 -3.6210 2.0395 0.18 -0.12 0.07
C 1.4376 2.7486 -4.5799 0.05 0.02 0.26
H 2.1222 -3.4593 -1.4398 0.02 0.18 0.10
H -3.1641 0.0736 -1.6753 0.05 -0.07 -0.29
O -0.6327 -1.2733 3.4183 -1.53 -2.43 1.74
H 0.0197 5.0531 0.9804 -0.06 0.04 0.29
C 0.2101 0.2526 -4.3422 0.05 0.28 -0.21
H -1.0603 0.8660 -5.9548 0.21 0.19 0.01
H -2.0615 -1.0754 -2.4821 -0.05 0.14 0.01
H 1.0074 1.3036 5.2963 -0.21 -0.42 -0.14
H -1.0953 -2.2730 5.1594 -0.05 -0.02 -0.04
Cl 2.4021 1.3704 1.6267 1.04 1.16 -0.61
O -0.3211 1.6367 2.8213 -0.13 1.06 -0.45
C 0.3896 2.4042 -5.4355 -0.01 -0.03 0.15
H -2.7410 4.6150 2.2320 0.03 -0.31 0.03
C -0.0004 2.8667 2.8404 1.06 -1.68 0.58
C 1.9311 -2.2329 -3.8869 0.39 0.64 0.44
H 3.3604 -3.8332 -4.1426 -0.12 0.00 0.08
C 1.2457 0.6103 -3.4740 0.26 0.11 0.09
H -1.3202 2.7694 -0.3626 0.30 -0.08 -0.06
C -1.0620 -2.2690 4.0596 0.87 1.88 -1.61
H 3.7093 -2.7833 -1.7562 -0.10 0.11 -0.08
H -2.4854 2.9986 1.4929 -0.09 0.13 0.33
C 1.8586 1.8606 -3.5872 -0.27 -0.38 -0.39
H -0.8296 -4.9748 4.7252 -0.24 0.03 -0.20
H -0.2851 -3.3780 1.7494 -0.55 -0.06 0.06
C -2.2695 3.6331 2.3681 0.56 -0.01 -0.27
C 2.6637 -2.5113 -1.5540 0.11 -0.12 0.47
H 2.6553 2.0915 -2.8776 -0.23 0.18 -0.26
H -1.5362 -4.6863 1.8806 0.06 0.36 -0.19
C -1.7652 -4.5577 4.3175 0.01 0.09 0.18
N 0.6027 0.4291 4.9413 -0.08 0.28 1.45
C 1.6274 -0.2830 -2.3179 -0.55 -0.04 0.85
```
Positions in Å, forces in eV/Å.

Summary:
Multiplicity: 3
LUMO (alpha / beta), eV: 2.37 / 2.27
Total charge: -1
Electronic energy, eV: -100551.605
Kohn-Sham gap (alpha / beta), eV: 3.13 / 6.93

Here are the Löwdin charges for atoms 1 to 6, given in e: atom 1 (Si): 0.385, atom 2 (H): 0.015, atom 3 (H): 0.026, atom 4 (C): -0.168, atom 5 (N): -0.204, atom 6 (H): 0.087

---

(3)
Entry from the OMol25 dataset: one molecule with the formula C3H4O2 in a non-equilibrium geometry (the ωB97M-V functional and the def2-TZVPD basis).

Structure (XYZ):
```
9
Properties=species:S:1:pos:R:3:forces:R:3
C -0.6299 -0.8109 -1.1434 1.81 2.12 1.13
C -0.4277 -0.0579 0.4264 1.41 0.04 -1.09
H 1.3708 -0.0873 -0.8895 0.43 -0.02 0.16
O -1.2472 -1.6367 -1.7244 -1.86 -2.08 -1.09
H -1.2285 0.6055 0.7131 -0.37 -0.09 0.10
H 0.2040 1.1939 -1.3740 -0.24 0.51 -0.08
H -0.2231 -1.5105 1.7041 -0.07 0.25 0.09
O 0.2553 -0.7153 1.4309 -0.35 0.06 -0.74
C 0.3338 0.2316 -0.8947 -0.77 -0.77 1.52
```
Positions in Å, forces in eV/Å.

Summary:
Multiplicity: 3
LUMO (alpha / beta), eV: 0.71 / -1.36
ΔE to the lowest compared entry with this formula, charge and spin, kcal per mole: 19.1
Electronic energy, eV: -7265.417
Kohn-Sham gap (alpha / beta), eV: 6.39 / 10.29

Here are the Löwdin charges for atoms 1 to 6, given in e: atom 1 (C): -0.331, atom 2 (C): -0.165, atom 3 (H): 0.110, atom 4 (O): 0.103, atom 5 (H): 0.129, atom 6 (H): 0.103

---

> Which formula does entry 3 have?

C3H4O2